Formula: C6H14NO
Source: OMol25
Level of theory: wB97M-V/def2-TZVPD

Last column: natural (NBO) charge in e.
Cartesian coordinates (Å):
C: -0.231 0.922 2.065  -0.67
C: -1.410 0.603 1.225  0.17
C: -2.463 -0.153 1.541  -0.38
N: -1.431 1.274 -0.090  -0.74
H: -0.396 0.429 3.023  0.24
H: 0.672 0.495 1.621  0.25
H: -0.075 1.991 2.257  0.23
H: -3.286 -0.241 0.847  0.21
H: -2.533 -0.591 2.526  0.22
H: -0.682 1.959 -0.169  0.43
H: -2.320 1.746 -0.276  0.42
H: -1.308 0.556 -0.859  0.49
O: -0.736 -0.366 -2.090  -0.84
C: 0.463 -0.804 -2.199  0.05
C: 1.664 -0.289 -1.452  -0.47
C: 2.329 -1.446 -0.703  -0.61
H: 0.702 -1.554 -2.980  0.09
H: 1.307 0.441 -0.714  0.14
H: 2.368 0.222 -2.137  0.19
H: 1.545 -2.013 -0.167  0.20
H: 2.982 -1.038 0.081  0.18
H: 2.840 -2.143 -1.350  0.21

**HOMO level (alpha / beta)**: -3.50 / -7.48 eV
**Energy above the lowest of the compared OMol25 structures with the same formula, charge and spin**: 45.8 kcal per mole
**Electronic energy**: -9982.6871 eV
**Multiplicity**: 2
**Kohn-Sham gap (alpha / beta)**: 0.131 / 0.276 Ha